Entry from OMol25: a cluster of 2 separate species, H2N2O3Si in total at a distorted geometry (the ωB97M-V functional and the def2-TZVPD basis).

Structure (XYZ):
```
8
Properties=species:S:1:pos:R:3:forces:R:3
N 2.103 -0.488 -0.430 0.548 -0.236 0.034
N 2.467 0.420 0.161 -0.172 -0.924 -0.532
O 2.325 -1.556 -0.990 -0.344 0.419 0.098
O 2.420 1.417 0.816 -0.157 0.745 0.373
O -0.994 0.198 -0.551 0.054 0.057 -0.196
Si -2.366 0.079 0.089 2.287 0.213 -0.372
H -2.506 0.453 1.435 -0.527 0.443 1.427
H -3.449 -0.522 -0.530 -1.689 -0.718 -0.833
```
Forces are in eV/Å.

The total charge is 0. The calculation puts the gap between HOMO and LUMO at 9.17 eV. Its structure (SMILES) is O=[SiH2].O=NN=O. As for the relative energy (zero: lowest compared OMol25 entry of this formula, charge and spin): 211.6 kJ/mol. For the LUMO energy, the calculation gives -0.02230 hartree. The total energy comes out at -625.70094 a.u.